[1]
The following is a quantum chemistry calculation of C23H17Cl7NO7STi as an isolated structure in a non-equilibrium geometry, from the OMol25 dataset.

Positions of all 57 atoms, in Å:
Ti  0.508934  0.635822  0.197007
C  -1.874433  2.991327  1.511660
O  -0.888462  2.072389  1.935323
C  -0.187897  2.481687  3.081501
C  0.935002  1.471686  3.310409
O  1.655560  1.335843  2.097676
C  3.013040  0.976803  2.299593
H  -2.733334  2.983818  2.194116
H  -2.193226  2.661527  0.522858
H  -1.460035  4.003369  1.440440
H  -0.852826  2.502384  3.958773
H  0.242557  3.482990  2.927023
H  0.514907  0.499137  3.609863
H  1.600726  1.832604  4.105748
H  3.518902  1.746020  2.897091
H  3.479751  0.911369  1.314022
H  3.093041  0.007305  2.805539
Cl  -0.494127  0.510159  -2.117835
C  -0.691876  2.133708  -2.680788
C  -1.386973  2.342863  -3.859574
C  -1.527581  3.625820  -4.358521
C  -0.974112  4.694779  -3.667058
C  -0.305751  4.476439  -2.480676
Cl  0.332043  5.828834  -1.625972
C  -0.132010  3.187431  -1.937025
S  0.721133  2.960515  -0.455236
H  -1.810503  1.499846  -4.383209
H  -2.072114  3.794779  -5.275407
H  -1.070985  5.701609  -4.040779
Cl  -3.377852  -4.923934  2.746526
C  -2.722543  -3.462040  2.136436
C  -1.360940  -3.194264  2.275719
Cl  -0.343093  -4.318593  3.071324
C  -0.834242  -2.017606  1.785165
Cl  0.836923  -1.597580  1.899806
C  -1.626627  -1.078235  1.086736
O  -1.116692  -0.010470  0.593039
C  -3.009208  -1.355741  1.003048
Cl  -3.960212  -0.175867  0.208564
C  -3.541293  -2.525995  1.495578
Cl  -5.214349  -2.840037  1.331930
O  4.208327  -0.445360  -0.560726
C  3.012787  -0.673624  -0.716052
O  2.093102  0.197556  -0.394783
C  2.503995  -1.968711  -1.239602
C  3.363888  -2.958199  -1.744639
C  2.832863  -4.179297  -2.139358
C  1.487285  -4.450782  -2.029406
C  0.618996  -3.454211  -1.535465
C  1.148254  -2.220740  -1.166529
N  -0.742453  -3.664691  -1.382532
O  -1.449406  -2.684031  -1.010892
O  -1.222063  -4.797391  -1.601339
H  4.420523  -2.752147  -1.812315
H  3.495465  -4.938305  -2.534250
H  1.067094  -5.402383  -2.310126
H  0.472124  -1.460185  -0.782417

Cartesian forces (eV/Å) of the 3 atoms listed first:
-0.2 3.2 0.7
-0.1 0.0 -0.1
0.1 0.1 0.6

Calculated values
E_LUMO (alpha / beta)   2.1533 / 2.1483 eV
HOMO-LUMO gap (alpha / beta)   4.53 / 7.66 eV
Spin multiplicity   3
<S²>   2.026
Charge   -1



[2]
The following is a quantum chemistry calculation of C18H33As3ClIPt as an isolated structure in a non-equilibrium geometry, from the OMol25 dataset.

Positions of all 57 atoms, in Å:
Pt  -1.636557  1.949589  0.081550
C  -3.944525  0.219993  -1.672139
As  -2.495843  -0.176476  -0.464741
C  -3.312244  -1.580633  0.586762
C  -1.399912  -1.213529  -1.707013
C  0.114302  -1.356406  -1.471191
C  0.563992  -2.568272  -2.294516
C  0.856396  -0.124495  -2.020978
As  0.468824  1.609463  -1.196873
C  2.141269  1.976108  -0.298004
C  0.666453  2.743401  -2.754997
C  0.373564  -1.568329  0.036847
As  2.065154  -2.182749  0.869117
C  3.511313  -1.594532  -0.313435
C  2.062640  -4.068916  0.340147
H  -4.316809  -0.708188  -2.106986
H  -3.581651  0.886590  -2.451571
H  -4.734632  0.727868  -1.123655
H  -3.609025  -2.392129  -0.078242
H  -4.192436  -1.170184  1.080017
H  -2.620240  -1.942745  1.335990
H  -1.567460  -0.761683  -2.689056
H  -1.863198  -2.204217  -1.732366
H  0.246921  -2.455136  -3.334290
H  0.120948  -3.488726  -1.906122
H  1.647153  -2.686063  -2.289848
H  0.636917  0.002611  -3.083896
H  1.930715  -0.291921  -1.936948
H  2.951290  1.826885  -1.011033
H  2.260677  1.319129  0.563772
H  2.132226  3.005850  0.053968
H  1.578813  2.512609  -3.305941
H  0.680409  3.779194  -2.420766
H  -0.206279  2.603955  -3.389513
H  -0.333357  -2.317260  0.413664
H  0.133074  -0.650472  0.584473
H  3.666054  -0.520722  -0.219383
H  3.365394  -1.856755  -1.359479
H  4.410016  -2.096194  0.047583
H  1.072883  -4.487965  0.522061
H  2.778063  -4.598642  0.967395
H  2.328928  -4.215721  -0.704790
I  -2.172772  4.446565  -0.525440
Cl  -1.687565  -0.610776  3.370206
C  -0.580466  0.733087  3.223445
C  0.681270  0.576380  3.777827
C  1.591519  1.620100  3.715175
C  1.226852  2.815235  3.111996
C  -0.045812  2.953776  2.576575
C  -0.987906  1.916979  2.615347
C  -2.324991  2.193429  2.020102
H  0.934957  -0.357223  4.261302
H  2.576317  1.498336  4.147502
H  1.927604  3.638793  3.061349
H  -0.342925  3.885576  2.107842
H  -2.588208  3.243358  2.087215
H  -3.158103  1.562222  2.303966

Cartesian forces (eV/Å) of the 3 atoms listed first:
1.2 -0.5 0.0
-0.2 0.0 -0.1
0.3 0.1 0.1

Calculated values
E_LUMO   -0.1050 eV
HOMO-LUMO gap   7.05 eV



[3]
The following is a quantum chemistry calculation of C29H32Br2InN8OS as an isolated structure, from the OMol25 dataset.

Positions of all 74 atoms, in Å:
In  0.342133  -0.289328  -0.704799
C  -3.279370  0.470694  1.918949
C  -2.288176  -0.086242  0.957021
N  -1.599161  0.617504  0.141762
C  -1.566037  2.065083  0.253417
C  -0.890324  2.676814  -0.972940
N  0.344592  1.969631  -1.359565
C  1.641730  2.514476  -0.911391
C  2.022272  2.016502  0.475345
N  1.998145  0.547827  0.560403
C  3.278888  -0.124902  0.262439
C  3.120038  -1.625939  -0.134886
N  1.729004  -2.016550  -0.027966
C  1.250838  -3.090640  0.444546
C  2.008358  -4.290454  0.909174
C  -0.244262  -3.062955  0.666908
C  -0.990637  -4.099750  1.202681
C  -2.310838  -3.840589  1.567321
C  -2.817772  -2.553246  1.479148
C  -2.000954  -1.566947  0.942734
N  -0.793586  -1.868646  0.482014
H  -2.770882  1.202224  2.554980
H  -3.685080  -0.294085  2.573668
H  -4.095464  0.958913  1.379266
H  -1.018444  2.296122  1.174037
H  -2.563992  2.495923  0.360952
H  -0.694864  3.737019  -0.791858
H  -1.574392  2.611843  -1.820372
H  0.380230  1.889259  -2.368146
H  1.623659  3.607938  -0.909426
H  2.381253  2.187571  -1.643106
H  1.324203  2.390147  1.225114
H  3.007340  2.406879  0.743817
H  1.670033  0.280485  1.503537
H  3.925662  -0.042053  1.137346
H  3.753985  0.403346  -0.563404
H  3.770671  -2.240744  0.486289
H  3.408948  -1.746405  -1.178468
H  3.067881  -4.211017  0.687235
H  1.624174  -5.186651  0.419619
H  1.875493  -4.417745  1.985186
H  -0.555933  -5.075188  1.364649
H  -2.922869  -4.634096  1.974098
H  -3.809257  -2.322889  1.839385
Br  3.933295  -0.275020  -4.492079
C  2.112812  -0.734898  -4.642515
C  1.610161  -1.130298  -5.894751
C  0.297530  -1.472583  -6.049671
Br  -0.331088  -1.992963  -7.751808
C  -0.582786  -1.434369  -4.938824
C  -1.954451  -1.762759  -4.984688
C  -2.718127  -1.686660  -3.851696
C  -2.112627  -1.283401  -2.653663
N  -0.837656  -0.975982  -2.575020
C  -0.058162  -1.038071  -3.690753
C  1.320286  -0.670829  -3.512872
O  1.748869  -0.298213  -2.342261
H  2.280253  -1.159563  -6.742569
H  -2.390357  -2.071754  -5.924963
H  -3.770284  -1.930561  -3.866302
H  -2.690797  -1.206114  -1.740258
C  -1.924461  4.133492  4.630485
C  -0.692741  3.324127  4.356320
C  0.582523  3.814547  4.616898
C  1.639064  3.001250  4.249376
N  1.482330  1.797644  3.712086
C  0.216968  1.369334  3.551326
S  -0.043139  -0.228255  2.918368
N  -0.873597  2.118215  3.819541
H  -1.746415  4.886720  5.395791
H  -2.736050  3.479475  4.943339
H  -2.242235  4.649765  3.721255
H  0.740322  4.783304  5.067973
H  2.663325  3.335284  4.385222

Cartesian forces (eV/Å) of the 3 atoms listed first:
-0.1 0.0 0.1
0.0 0.0 0.0
0.1 -0.1 -0.1

Calculated values
E_LUMO   -3.3792 eV
HOMO-LUMO gap   6.21 eV
Charge   +1



Which total energy belongs to each record? In order, -161558.5916, -225587.9954, -200652.5129 eV.
Which energy above the lowest of the compared OMol25 structures with the same formula, charge and spin belongs to each record? In order, 69.7, 0.0, 0.0 kJ/mol.